(1)
DFT (ωB97M-V/def2-TZVPD) results for a molecular structure, C15H11INRuSbSe4.

Each line ends with the Löwdin charge.
Geometry (Å):
1 Ru 0.5767 1.2207 -1.5828  0.256
2 Se 4.2483 3.8026 -4.6254  -0.113
3 Sb 3.5193 3.1558 -2.4898  -0.262
4 Se 2.7314 0.6836 -2.2463  0.164
5 Se 0.8684 3.3535 -2.2892  0.138
6 Se 4.3251 3.7331 -0.3392  -0.090
7 I -2.1813 1.3874 -1.6105  1.110
8 C -2.1435 0.7492 0.3843  -0.597
9 C -3.2940 0.3619 1.0045  -0.142
10 C -3.2591 0.0320 2.3740  -0.073
11 C -2.0895 0.1384 3.0707  -0.026
12 C -0.8937 0.5524 2.4352  -0.166
13 C 0.3093 0.7131 3.1682  -0.026
14 C 1.4420 1.1568 2.5508  -0.055
15 C 1.4461 1.4064 1.1605  -0.113
16 C 0.3217 1.2105 0.3910  -0.323
17 C -0.8969 0.8356 1.0441  -0.251
18 H -4.2289 0.3211 0.4611  0.097
19 H -4.1694 -0.2813 2.8672  0.108
20 H -2.0599 -0.0840 4.1304  0.116
21 H 0.3015 0.4994 4.2304  0.115
22 H 2.3522 1.3107 3.1161  0.112
23 H 2.3620 1.7518 0.6955  0.021
24 C -0.1066 -3.7223 -1.6604  -0.049
25 C -0.5275 -2.9303 -2.7164  -0.042
26 C -0.3480 -1.5631 -2.6341  -0.164
27 N 0.2138 -0.9692 -1.5755  -0.129
28 C 0.6308 -1.7379 -0.5635  -0.124
29 C 0.4845 -3.1124 -0.5672  -0.035
30 H -0.2319 -4.7965 -1.6930  0.114
31 H -0.9847 -3.3589 -3.5968  0.112
32 H -0.6527 -0.9093 -3.4400  0.095
33 H 1.0960 -1.2265 0.2679  0.110
34 H 0.8384 -3.6846 0.2784  0.113

Forces on the atoms, in the same order (eV/Å):
Ru -0.140 -0.565 -0.115
Se 0.061 -0.030 -0.076
Sb -0.316 0.030 0.154
Se 0.107 0.038 -0.075
Se 0.168 0.282 -0.212
Se 0.038 0.010 0.034
I 0.157 0.015 0.181
C -0.030 0.008 0.014
C -0.057 0.009 -0.067
C 0.045 -0.001 0.050
C -0.028 -0.001 -0.031
C -0.022 0.000 -0.011
C 0.021 0.011 -0.028
C -0.036 0.002 0.007
C 0.011 -0.007 0.028
C -0.013 0.082 0.229
C -0.004 0.009 -0.019
H 0.006 0.000 0.012
H 0.006 -0.002 0.002
H -0.004 -0.002 -0.001
H 0.004 -0.001 -0.008
H -0.006 0.001 -0.007
H 0.013 -0.010 0.017
C 0.001 -0.008 0.005
C -0.001 0.003 0.004
C 0.004 0.030 -0.001
N 0.022 0.076 -0.093
C -0.008 0.006 0.013
C -0.002 -0.019 0.008
H 0.003 0.006 0.001
H 0.002 0.013 0.002
H -0.007 0.009 -0.011
H 0.007 0.014 0.001
H -0.004 -0.008 -0.005

## Properties
strongest force on any atom = 0.012 Eh/bohr
multiplicity = 1
net charge = 0
molar mass = 870.8 g mol⁻¹
HOMO energy (spin up / spin down) = -7.7 / -7.7 eV
LUMO level (spin up / spin down) = -2.68 / -2.15 eV
frontier orbital gap (spin up / spin down) = 0.18367 / 0.20384 Eh
electronic energy = -295829.4695 eV

***

(2)
DFT (ωB97M-V/def2-TZVPD) results for a molecular structure, C11H28Cl3GeN7O2PdSSi.

Each line ends with the Löwdin charge.
Geometry (Å):
1 Pd 0.4227 -0.7163 0.3198  0.254
2 Cl 3.9141 -2.7998 0.7594  -0.069
3 Ge 2.7748 -0.7986 0.6908  -0.152
4 Cl 4.2169 0.3281 -0.6018  -0.085
5 Cl 3.5167 -0.0705 2.6913  -0.042
6 N -3.9007 -0.7436 -2.0079  0.009
7 C -2.6115 -0.4572 -1.3769  -0.188
8 C -1.4545 -0.9210 -2.2471  -0.572
9 O -1.8035 -1.6859 -3.2776  0.106
10 O -0.3110 -0.6056 -2.0326  0.014
11 H -4.5894 -1.0311 -1.3281  0.080
12 H -2.7780 -1.7749 -3.2068  0.091
13 H -4.2613 0.0669 -2.4936  0.084
14 H -2.5192 -1.0137 -0.4444  0.061
15 H -2.4455 0.5937 -1.1379  0.109
16 C 1.2287 2.6403 1.3730  -0.257
17 Si -0.2094 1.7477 2.2394  0.413
18 C -1.7602 2.3265 1.3306  -0.192
19 C -0.2506 2.4961 3.9768  -0.197
20 C -0.0930 -0.0893 2.2568  -0.399
21 H 1.2517 3.6753 1.7087  0.058
22 H 1.0724 1.7372 -0.5215  0.058
23 H 2.1873 2.1861 1.6370  0.033
24 H -1.8833 3.4080 1.4329  0.025
25 H -2.6605 1.8361 1.7112  0.021
26 H -1.6705 2.1128 0.2634  -0.006
27 H -0.3361 3.5860 3.9457  0.017
28 H 0.6670 2.2424 4.5139  0.023
29 H -1.0911 2.1010 4.5535  0.017
30 H -1.0581 -0.5645 2.4734  -0.022
31 H 0.6471 -0.4490 2.9734  -0.051
32 N 0.3100 5.7766 -2.3474  0.100
33 C 0.7132 5.8876 -1.0441  -0.570
34 N 0.8549 7.1757 -0.5755  0.112
35 N 0.9543 4.8993 -0.2412  0.044
36 C 0.9430 3.6669 -0.9081  -0.160
37 N 1.0957 2.6536 -0.0906  -0.075
38 H 0.7002 6.4541 -2.9822  0.084
39 H 0.4025 4.7928 -2.6142  0.044
40 H 0.1863 7.8410 -0.9285  0.082
41 H 0.9810 7.1957 0.4247  0.087
42 C 2.0708 -4.8870 -1.2345  -0.107
43 N 1.0793 -4.2042 -0.4216  -0.034
44 C -0.2177 -4.4902 -0.3646  -0.867
45 S -1.3616 -3.3586 0.1313  0.621
46 N -0.6254 -5.7457 -0.7298  -0.063
47 C 0.1158 -6.9511 -0.3753  -0.098
48 H 2.8579 -4.1727 -1.4548  0.052
49 H 1.6176 -5.2322 -2.1650  0.089
50 H 2.5263 -5.7301 -0.7139  0.074
51 H 1.3275 -3.2819 -0.0799  0.023
52 H -1.6231 -5.8196 -0.6166  0.084
53 H 0.8802 -7.1981 -1.1092  0.061
54 H -0.5902 -7.7783 -0.3387  0.080
55 H 0.5896 -6.8568 0.6048  0.094

Forces on the atoms, in the same order (eV/Å):
Pd -0.141 -0.109 0.016
Cl -0.037 0.024 -0.033
Ge 0.201 -0.015 0.137
Cl 0.019 0.024 -0.018
Cl -0.040 -0.025 -0.075
N 0.010 0.026 -0.027
C 0.003 -0.021 0.017
C -0.048 0.100 0.018
O 0.013 0.013 -0.009
O 0.105 -0.167 -0.042
H 0.010 -0.032 -0.004
H -0.011 0.000 0.002
H -0.016 0.009 0.024
H 0.002 0.021 0.011
H -0.004 0.010 -0.035
C 0.010 -0.001 -0.036
Si -0.016 0.013 0.021
C -0.012 0.003 0.023
C -0.001 -0.006 -0.001
C 0.015 0.010 -0.058
H 0.006 0.013 -0.019
H 0.116 -0.016 0.007
H -0.007 -0.012 0.011
H -0.012 0.000 0.002
H 0.003 -0.001 0.004
H 0.003 0.005 0.003
H -0.006 0.000 0.001
H 0.001 -0.002 0.000
H 0.001 -0.001 0.001
H 0.007 -0.002 0.014
H -0.021 0.003 0.022
N -0.100 -0.075 -0.015
C 0.064 0.001 0.207
N 0.019 0.054 -0.017
N -0.057 -0.033 -0.233
C -0.043 0.031 0.128
N -0.065 -0.024 -0.020
H 0.010 0.018 0.001
H 0.049 0.010 -0.057
H 0.003 0.013 0.005
H -0.003 0.012 -0.001
C 0.008 -0.003 0.016
N -0.028 -0.035 -0.047
C 0.029 0.044 -0.049
S -0.069 0.079 0.090
N 0.014 0.014 0.018
C -0.005 -0.004 -0.001
H -0.002 0.009 -0.019
H 0.001 -0.006 0.002
H 0.015 0.015 0.003
H 0.014 0.024 0.040
H -0.004 -0.008 -0.030
H -0.010 -0.008 -0.007
H -0.002 0.002 0.015
H 0.012 0.010 -0.007

## Properties
strongest force on any atom = 0.005 Eh/bohr
multiplicity = 2
net charge = -1
molar mass = 635.9 g mol⁻¹
HOMO energy (spin up / spin down) = -3.3 / -4.6 eV
<S²> = 0.755
LUMO level (spin up / spin down) = 2.32 / 2.32 eV
frontier orbital gap (spin up / spin down) = 0.20677 / 0.25531 Eh
electronic energy = -142669.3269 eV
energy relative to the best compared isomer or geometry (same formula, charge and spin) = 39.3 kcal/mol

***

(3)
DFT (ωB97M-V/def2-TZVPD) results for a gas-phase ion, C2H9N2O (charge +1) at a distorted geometry.

Each line ends with the Löwdin charge.
Geometry (Å):
1 N -1.2367 0.5217 -0.7828  0.014
2 C -0.6065 0.8449 0.5142  -0.176
3 C 0.7169 0.1825 0.3101  -0.300
4 N 0.2100 -1.5075 0.2013  0.236
5 O 1.3506 0.5558 -0.7855  0.088
6 H -0.6745 1.0592 -1.4458  0.092
7 H -2.2220 0.8178 -0.7453  0.110
8 H -1.2090 0.4604 1.2886  0.123
9 H -0.2602 1.8426 0.5482  0.124
10 H 1.3547 0.0702 1.2380  0.178
11 H 1.0095 -2.1110 0.0482  0.150
12 H -0.3360 -1.4484 -0.6038  0.083
13 H -0.3875 -1.6271 0.9854  0.127
14 H 2.2907 0.3388 -0.7706  0.151

Forces on the atoms, in the same order (eV/Å):
N -0.849 0.806 0.462
C 1.104 -0.940 -3.023
C 0.745 -3.007 3.490
N 2.326 2.327 0.041
O 0.124 0.048 -0.704
H -1.040 -0.165 -0.393
H 0.758 0.034 -0.588
H -0.248 -0.040 1.297
H -0.574 1.690 0.817
H -0.533 0.429 -1.031
H -0.194 -0.399 0.602
H -1.499 0.009 -1.937
H -0.170 -0.893 0.941
H 0.049 0.102 0.026

## Properties
strongest force on any atom = 0.091 Eh/bohr
multiplicity = 1
net charge = +1
molar mass = 77.1 g mol⁻¹
HOMO energy = -14.5 eV
LUMO level = -3.46 eV
frontier orbital gap = 0.40423 Eh
electronic energy = -7240.2525 eV
structure (SMILES) = NC[C@@H]([NH3+])O
energy relative to the best compared isomer or geometry (same formula, charge and spin) = 48.5 kcal/mol